This record from the Open Molecules 2025 dataset describes 11 unconnected molecules or ions with the total composition C16H54O11. The level of theory is ωB97M-V with the def2-TZVPD basis set.

Atoms and positions in Å:
C1 3.675 0.965 -2.091
C2 3.396 0.891 -0.614
O1 4.616 1.040 0.098
H1 2.769 0.801 -2.672
H2 4.458 0.260 -2.362
H3 4.039 1.965 -2.356
H4 2.922 -0.080 -0.388
H5 2.651 1.650 -0.318
H6 4.452 0.847 1.032
C3 -1.547 -2.326 -3.705
C4 -2.476 -3.155 -2.915
O2 -1.833 -4.408 -2.527
H7 -1.327 -2.711 -4.696
H8 -0.598 -2.164 -3.180
H9 -1.974 -1.315 -3.766
H10 -3.374 -3.412 -3.487
H11 -2.808 -2.641 -2.009
H12 -2.384 -4.812 -1.852
C5 0.829 3.072 -3.344
C6 0.901 3.768 -4.682
O3 0.670 5.157 -4.581
H13 1.573 3.487 -2.653
H14 0.958 1.992 -3.397
H15 -0.148 3.232 -2.874
H16 0.161 3.360 -5.370
H17 1.888 3.597 -5.133
H18 1.097 5.468 -3.778
C7 -0.284 0.082 -1.089
C8 0.067 -0.462 0.250
O4 -1.107 -0.346 1.082
H19 -1.164 -0.437 -1.499
H20 0.467 -0.056 -1.868
H21 -0.564 1.133 -1.013
H22 0.864 0.154 0.686
H23 0.404 -1.501 0.229
H24 -0.886 -0.820 1.905
C9 -0.278 2.735 2.159
C10 -0.735 3.540 3.350
O5 0.361 3.628 4.271
H25 0.084 1.769 2.527
H26 0.584 3.221 1.697
H27 -1.067 2.532 1.441
H28 -1.576 3.044 3.851
H29 -1.073 4.540 3.064
H30 0.351 4.506 4.660
C11 -1.241 -1.342 4.588
O6 -0.659 -1.820 3.374
H31 -2.238 -1.767 4.732
H32 -0.612 -1.589 5.443
H33 -1.341 -0.266 4.494
H34 -0.525 -2.767 3.463
C12 -4.990 -0.808 -2.796
O7 -3.933 0.026 -2.428
H35 -5.073 -1.688 -2.146
H36 -5.974 -0.311 -2.753
H37 -4.838 -1.121 -3.828
H38 -3.875 0.027 -1.457
C13 3.320 1.500 3.272
O8 4.227 0.445 2.916
H39 3.347 1.720 4.342
H40 3.569 2.408 2.726
H41 2.296 1.190 3.053
H42 4.725 0.157 3.682
C14 2.687 -2.283 2.479
O9 2.273 -3.488 1.809
H43 3.622 -2.443 3.031
H44 2.829 -1.486 1.762
H45 1.963 -1.986 3.245
H46 1.767 -4.027 2.421
C15 0.542 -3.954 -1.109
O10 1.757 -3.206 -1.043
H47 0.146 -3.889 -2.120
H48 0.700 -5.011 -0.859
H49 -0.236 -3.541 -0.450
H50 2.034 -3.204 -0.113
C16 -4.127 0.591 1.598
O11 -3.670 0.126 0.334
H51 -3.690 1.557 1.868
H52 -5.211 0.677 1.557
H53 -3.888 -0.129 2.395
H54 -2.717 -0.089 0.433

The calculation puts the energy relative to the best compared isomer or geometry (same formula, charge and spin) at 275.5 kJ/mol. Its SMILES is CCO.CCO.CCO.CCO.CCO.CO.CO.CO.CO.CO.CO. The value obtained for the total energy is -39986.6792 eV. The HOMO energy comes out at -9.570 eV.

---

This record from the Open Molecules 2025 dataset describes 12 unconnected molecules or ions with the total composition C16H56O12. The level of theory is ωB97M-V with the def2-TZVPD basis set.

Atoms and positions in Å:
C1 -6.174 2.618 6.590
C2 -5.953 1.519 5.565
C3 -5.433 2.021 4.220
O1 -5.010 0.735 6.189
H1 -6.756 2.262 7.440
H2 -6.738 3.358 6.022
H3 -5.256 3.172 6.785
H4 -6.866 0.954 5.380
H5 -4.577 2.684 4.343
H6 -6.263 2.612 3.834
H7 -5.266 1.306 3.415
H8 -4.902 -0.019 5.605
C4 3.728 -5.240 6.419
C5 3.810 -3.769 6.251
C6 2.547 -3.041 6.770
O2 4.857 -3.316 7.101
H9 4.653 -5.717 6.094
H10 2.975 -5.797 5.862
H11 3.557 -5.602 7.433
H12 4.095 -3.446 5.249
H13 1.714 -3.188 6.082
H14 2.732 -1.967 6.799
H15 2.349 -3.263 7.818
H16 5.695 -3.526 6.683
C7 6.031 -6.485 -1.169
O3 5.827 -5.103 -1.527
H17 6.727 -6.972 -1.852
H18 6.405 -6.479 -0.145
H19 5.122 -7.084 -1.111
H20 6.608 -4.689 -1.153
C8 0.848 -0.015 -0.545
O4 0.813 0.393 -1.946
H21 0.253 -0.924 -0.467
H22 1.831 -0.308 -0.176
H23 0.474 0.767 0.116
H24 0.048 0.964 -2.048
C9 6.156 3.223 -3.826
O5 6.564 1.943 -4.169
H25 6.789 3.896 -4.405
H26 5.171 3.442 -4.239
H27 6.227 3.417 -2.756
H28 7.248 1.740 -3.527
C10 1.282 6.762 -0.944
O6 1.923 7.918 -0.355
H29 1.259 6.891 -2.026
H30 1.843 5.841 -0.786
H31 0.271 6.605 -0.569
H32 1.848 7.789 0.593
C11 0.871 4.291 -8.372
O7 1.770 3.203 -8.677
H33 0.572 4.777 -9.301
H34 0.014 3.914 -7.813
H35 1.335 5.084 -7.787
H36 2.326 3.542 -9.383
C12 -3.123 -5.433 3.106
O8 -3.995 -4.291 3.111
H37 -3.795 -6.283 3.222
H38 -2.392 -5.561 2.307
H39 -2.607 -5.348 4.062
H40 -4.291 -4.110 2.216
C13 1.492 5.177 5.541
O9 2.118 6.260 4.926
H41 0.411 5.165 5.402
H42 1.880 4.242 5.137
H43 1.618 5.165 6.624
H44 3.062 6.093 4.876
C14 -3.396 -1.067 -9.467
O10 -2.596 -1.122 -8.282
H45 -3.886 -0.094 -9.506
H46 -2.842 -1.176 -10.400
H47 -4.181 -1.822 -9.431
H48 -3.042 -0.809 -7.492
C15 -1.214 -7.501 -3.873
O11 -0.896 -6.155 -3.755
H49 -0.284 -8.057 -3.992
H50 -1.772 -7.807 -2.988
H51 -1.921 -7.695 -4.680
H52 -1.701 -5.774 -3.397
C16 -5.188 4.301 -4.717
O12 -4.387 3.629 -3.743
H53 -4.811 5.313 -4.863
H54 -5.122 3.841 -5.703
H55 -6.221 4.364 -4.374
H56 -4.895 2.868 -3.451

The calculation puts the energy relative to the best compared isomer or geometry (same formula, charge and spin) at 467.1 kJ/mol. Its SMILES is CC(C)O.CC(C)O.CO.CO.CO.CO.CO.CO.CO.CO.CO.CO. The value obtained for the total energy is -42062.8706 eV. The HOMO energy comes out at -9.984 eV.

---

This record from the Open Molecules 2025 dataset describes 12 unconnected molecules or ions with the total composition C16H58N18O12. The level of theory is ωB97M-V with the def2-TZVPD basis set.

Atoms and positions in Å:
C1 0.838 0.890 -3.684
O1 1.051 0.614 -5.034
C2 1.122 1.760 -5.855
C3 1.399 1.260 -7.366
C4 2.842 0.715 -7.621
N1 1.044 2.350 -8.296
H1 1.288 1.844 -3.411
H2 1.123 0.023 -3.087
H3 -0.240 0.983 -3.553
H4 0.206 2.348 -5.898
H5 1.934 2.403 -5.515
H6 0.796 0.407 -7.676
H7 2.991 -0.239 -7.117
H8 3.592 1.377 -7.189
H9 3.143 0.590 -8.661
H10 0.285 2.885 -7.899
H11 1.867 2.935 -8.329
C5 1.096 -6.893 -1.362
O2 0.810 -5.562 -0.947
C6 0.095 -4.800 -1.913
C7 0.065 -3.300 -1.506
C8 1.397 -2.934 -0.836
N2 -0.915 -3.075 -0.466
H12 0.210 -7.426 -1.706
H13 1.505 -7.490 -0.547
H14 1.822 -6.875 -2.176
H15 0.657 -4.850 -2.846
H16 -0.889 -5.235 -2.088
H17 -0.151 -2.693 -2.385
H18 1.653 -3.550 0.026
H19 1.367 -1.908 -0.469
H20 2.204 -3.023 -1.563
H21 -0.747 -2.339 0.205
H22 -0.872 -3.900 0.115
N3 -0.486 0.770 -0.139
C9 -1.401 0.222 0.628
N4 -2.446 0.891 0.552
O3 -1.191 -0.777 1.282
H23 0.468 0.444 -0.190
H24 -0.718 1.551 -0.737
H25 -2.392 1.751 0.025
H26 -3.220 0.739 1.182
N5 -5.030 -4.544 2.884
C10 -4.598 -3.354 2.525
N6 -3.355 -3.287 2.115
O4 -5.302 -2.403 2.416
H27 -4.366 -5.239 3.193
H28 -6.022 -4.731 2.870
H29 -3.001 -2.372 1.878
H30 -2.829 -4.149 2.139
N7 3.247 2.148 1.013
C11 2.930 2.174 -0.230
N8 2.828 3.378 -0.701
O5 2.718 1.149 -0.829
H31 3.601 2.972 1.478
H32 3.165 1.292 1.542
H33 2.559 3.400 -1.674
H34 2.951 4.177 -0.095
N9 3.423 -1.081 0.798
C12 3.712 -1.297 2.125
N10 4.424 -2.337 2.366
O6 3.315 -0.571 2.977
H35 3.920 -1.791 0.278
H36 3.198 -0.182 0.397
H37 4.737 -2.822 1.537
H38 4.784 -2.582 3.278
N11 -0.345 -2.488 4.089
C13 -1.058 -2.267 5.138
N12 -0.633 -3.010 6.116
O7 -1.964 -1.517 5.277
H39 0.281 -3.281 4.070
H40 -0.379 -1.969 3.223
H41 -1.149 -2.805 6.959
H42 0.006 -3.784 6.001
N13 -2.241 2.735 -2.802
C14 -1.484 3.421 -2.067
N14 -0.749 4.194 -2.798
O8 -1.389 3.297 -0.913
H43 -2.318 2.998 -3.774
H44 -2.849 1.981 -2.517
H45 -0.907 4.400 -3.774
H46 -0.032 4.738 -2.340
N15 1.065 1.148 3.048
C15 1.365 2.010 3.989
N16 2.504 1.717 4.575
O9 0.666 2.911 4.322
H47 0.088 1.080 2.800
H48 1.688 0.363 3.174
H49 3.053 0.907 4.325
H50 2.908 2.416 5.182
N17 -0.748 4.154 2.172
C16 -1.287 5.262 2.645
N18 -1.047 5.533 3.905
O10 -2.060 5.964 1.967
H51 -0.271 3.617 2.881
H52 -0.967 3.901 1.219
H53 -1.649 6.181 4.392
H54 -0.572 4.859 4.488
O11 -5.435 3.380 2.708
H55 -5.175 2.477 2.527
H56 -6.390 3.370 2.655
O12 -4.791 0.786 2.214
H57 -4.600 0.285 3.007
H58 -5.344 0.206 1.690

The calculation puts the energy relative to the best compared isomer or geometry (same formula, charge and spin) at 274.7 kJ/mol. Its SMILES is COC[C@H](C)N.COC[C@H](C)N.NC(N)=O.NC(N)=O.NC(N)=O.NC(N)=O.NC(N)=O.NC(N)=O.NC(N)=O.NC(N)=O.O.O. The value obtained for the total energy is -68928.7507 eV. The HOMO energy comes out at -8.092 eV.